# C23H24N2O4

An isolated molecule of C23H24N2O4 (the ωB97M-V functional and the def2-TZVPD basis, the Open Molecules 2025 dataset).

Structure (XYZ):
```
53
C23H24N2O4 | the Open Molecules 2025 dataset | the ωB97M-V functional and the def2-TZVPD basis
O -0.106 1.006 -2.521
O 0.341 2.622 5.521
O -2.222 0.296 -2.769
O 0.486 -1.151 -5.341
N 0.482 -1.696 -3.177
N -3.654 0.023 0.326
C 1.577 -0.998 -1.103
C -0.348 1.813 1.500
C -1.296 1.431 2.455
C 0.475 -1.546 -1.764
C -0.618 -1.942 0.336
C 0.456 -1.383 1.002
C 1.011 2.715 3.289
C -1.103 1.681 3.797
C -0.583 2.274 6.527
C 0.812 2.463 1.956
C 3.085 0.954 -1.649
C 0.053 2.328 4.235
C 1.542 -0.919 0.285
C -2.665 0.456 -0.065
C -1.343 0.720 -2.063
C 0.388 -0.801 -4.184
C -1.585 -4.189 -1.856
C 0.148 0.677 -3.873
C 2.808 -0.537 -1.838
C -1.465 0.960 -0.606
C -1.788 -2.676 -1.750
C -0.468 1.562 0.092
C -0.626 -2.031 -1.050
H -0.687 -4.427 -2.423
H -0.142 2.616 7.461
H 3.970 1.243 -2.210
H 3.254 1.186 -0.600
H -1.919 -2.250 -2.745
H -1.469 -2.311 0.890
H -2.699 -2.475 -1.183
H 1.036 1.241 -4.168
H -0.696 0.984 -4.502
H -2.195 0.928 2.143
H 3.664 -1.103 -1.458
H 2.391 -0.507 0.810
H 0.518 -2.653 -3.510
H -0.737 1.192 6.572
H -1.485 -4.627 -0.865
H -2.436 -4.647 -2.353
H 2.243 1.544 -2.001
H -1.860 1.369 4.498
H 0.451 -1.314 2.079
H 1.560 2.769 1.239
H 1.901 3.214 3.639
H 0.374 1.898 -0.498
H 2.714 -0.755 -2.902
H -1.545 2.774 6.376
```

Results
F_max   1.15 eV Å⁻¹
E_HOMO   -0.318 Eh
E_tot   -35410.9115 eV
Energy relative to the best compared isomer or geometry (same formula, charge and spin)   179.1 kJ/mol

Atomic partial charges in e from the natural (NBO) method, atoms 1 to 2: atom 1 (O): -0.53, atom 2 (O): -0.48

---

# H4N2O2P

A cluster of 2 separate species, H4N2O2P in total (the ωB97M-V functional and the def2-TZVPD basis, the Open Molecules 2025 dataset).

Structure (XYZ):
```
9
H4N2O2P | the Open Molecules 2025 dataset | the ωB97M-V functional and the def2-TZVPD basis
P -1.439 0.488 -1.233
O -2.886 0.747 -1.308
O -0.659 0.461 -2.467
N -0.501 1.164 0.050
N 0.803 0.694 0.053
H 1.400 1.189 -0.573
H 0.793 -0.391 -0.251
H -0.224 -1.845 -0.535
H -1.055 1.232 0.879
```

Results
F_max   3.29 eV Å⁻¹
E_HOMO (alpha / beta)   -0.122 / -0.122 Eh
Charge   -1
E_tot   -16428.5836 eV
Energy relative to the best compared isomer or geometry (same formula, charge and spin)   475.9 kJ/mol

Atomic partial charges in e from the natural (NBO) method, atoms 1 to 2: atom 1 (P): 2.27, atom 2 (O): -1.10

---

# C5H14N2

An isolated molecule of C5H14N2 (the ωB97M-V functional and the def2-TZVPD basis, the Open Molecules 2025 dataset).

Structure (XYZ):
```
21
C5H14N2 | the Open Molecules 2025 dataset | the ωB97M-V functional and the def2-TZVPD basis
N 0.262 -0.356 -0.247
N -1.507 0.285 -2.448
C 1.103 -0.323 0.947
C 2.497 0.098 0.493
C 0.558 0.634 2.015
C -1.169 -0.306 -0.082
C -1.861 -0.642 -1.402
H 0.532 0.388 -0.879
H 0.371 1.593 1.545
H 2.793 -0.567 -0.312
H 3.176 0.118 1.344
H -1.668 -1.686 -1.645
H -2.054 1.138 -2.413
H -2.933 -0.703 -1.181
H -1.590 0.653 0.231
H -0.367 0.254 2.434
H -1.552 -0.123 -3.372
H 1.112 -1.342 1.364
H 1.311 0.786 2.793
H -1.504 -1.048 0.652
H 2.491 1.148 0.162
```

Results
F_max   1.31 eV Å⁻¹
E_HOMO   -0.308 Eh
E_tot   -8392.0026 eV
Energy relative to the best compared isomer or geometry (same formula, charge and spin)   59.5 kJ/mol

Atomic partial charges in e from the natural (NBO) method, atoms 1 to 2: atom 1 (N): -0.64, atom 2 (N): -0.86

---

# C3H6N2OS

An isolated molecule of C3H6N2OS (the ωB97M-V functional and the def2-TZVPD basis, the Open Molecules 2025 dataset).

Structure (XYZ):
```
13
C3H6N2OS | the Open Molecules 2025 dataset | the ωB97M-V functional and the def2-TZVPD basis
S -3.608 0.477 -0.179
O 0.095 -0.431 0.588
N 1.236 -0.678 -0.167
N 1.998 1.551 0.067
C 2.201 0.310 -0.174
C -1.038 -0.384 -0.277
C -2.242 0.090 0.548
H 1.444 -1.663 -0.033
H 3.171 0.004 -0.629
H -2.130 0.054 1.629
H -0.867 0.357 -1.056
H -1.324 -1.347 -0.742
H 1.063 1.661 0.425
```

Results
F_max   1.44 eV Å⁻¹
E_HOMO   -0.334 Eh
E_tot   -19068.0939 eV
Energy relative to the best compared isomer or geometry (same formula, charge and spin)   393.0 kJ/mol

Atomic partial charges in e from the natural (NBO) method, atoms 1 to 2: atom 1 (S): 0.09, atom 2 (O): -0.39